No. 1
{"formula": "C4H8NOP", "method": "ωB97M-V/def2-TZVPD", "symbols": ["C", "C", "C", "C", "N", "O", "P", "H", "H", "H", "H", "H", "H", "H", "H"], "positions_angstrom": [[0.6502, 0.4910, 1.5710], [0.2539, -0.2905, 0.3416], [-0.0037, -1.7760, 0.1911], [0.5158, 0.0857, -1.1476], [-0.7209, 0.3142, 1.1811], [-2.7156, 2.7141, -1.3673], [-1.5535, 2.9197, -0.5367], [1.1751, -0.0703, 2.3254], [1.1660, 1.4783, 1.3944], [-0.4024, -2.3370, 1.1773], [0.8936, -2.1976, -0.1156], [-0.8470, -1.9695, -0.4388], [0.0260, 1.1469, -1.4168], [0.0411, -0.5957, -1.7443], [1.5215, 0.0868, -1.4149]], "spin_multiplicity": 1, "e_above_lowest_kj_mol": 505.6, "gap_ev": [9.04, 6.24]}

=====

No. 2
{"formula": "C4H6Cl3N", "method": "ωB97M-V/def2-TZVPD", "symbols": ["N", "C", "Cl", "C", "C", "C", "Cl", "Cl", "H", "H", "H", "H", "H", "H"], "positions_angstrom": [[-0.2658, 0.6588, 1.8356], [-0.7664, 0.8092, 0.5531], [-1.6550, 2.3536, 0.3791], [0.3119, 0.5751, -0.5924], [-0.4704, -0.6356, -1.0894], [-1.6164, -0.4466, -0.0444], [-1.9013, -1.7933, 1.1335], [-3.0875, -0.1458, -0.9969], [0.5635, 0.0839, 1.7817], [-0.9850, 0.3468, 2.4794], [1.2482, 0.5017, -0.2373], [0.4640, 1.2274, -1.4315], [-0.6896, -0.6667, -2.1910], [0.0906, -1.6826, -0.8608]], "spin_multiplicity": 1, "e_above_lowest_kj_mol": 14.6, "smiles": "N[C@@]1(Cl)CCC1(Cl)Cl", "gap_ev": 10.65}

=====

No. 3
{"formula": "C22H22F6N15O8S3Se2Sr", "method": "ωB97M-V/def2-TZVPD", "symbols": ["Sr", "F", "C", "F", "F", "S", "O", "O", "N", "S", "O", "O", "C", "F", "F", "F", "Se", "Se", "C", "C", "C", "C", "C", "N", "C", "C", "C", "C", "C", "N", "H", "H", "H", "H", "H", "H", "H", "H", "N", "C", "N", "N", "N", "N", "C", "N", "N", "N", "N", "H", "C", "C", "S", "O", "O", "C", "C", "N", "C", "N", "C", "C", "N", "O", "O", "C", "H", "H", "H", "H", "H", "H", "H", "H", "H", "H", "H", "H", "H"], "positions_angstrom": [[1.4149, -1.7875, -0.6940], [1.5198, -4.0710, -4.0669], [2.0563, -4.8385, -3.1394], [2.8615, -5.7260, -3.7144], [1.1204, -5.4679, -2.4646], [3.1047, -3.8358, -1.9251], [2.3838, -3.9444, -0.6488], [4.4352, -4.3308, -2.0253], [2.8984, -2.2814, -2.5691], [3.8011, -1.1031, -1.8316], [2.9497, 0.0462, -1.5429], [4.5699, -1.6402, -0.7428], [4.9688, -0.4996, -3.1374], [4.3108, 0.2082, -4.0445], [5.8803, 0.2687, -2.5540], [5.5659, -1.5247, -3.7251], [2.7198, 1.4636, 3.4830], [3.4335, 0.3053, 1.6009], [3.9919, -1.4044, 2.3244], [5.1901, -1.5057, 3.0091], [5.6622, -2.7717, 3.3195], [4.9079, -3.8683, 2.9356], [3.7055, -3.6465, 2.2800], [3.2411, -2.4433, 1.9744], [1.2199, 2.3098, 2.6722], [0.4895, 3.1610, 3.5176], [-0.5908, 3.8327, 2.9906], [-0.9095, 3.6309, 1.6450], [-0.1144, 2.7718, 0.9125], [0.9434, 2.1294, 1.4033], [5.7451, -0.6154, 3.2689], [6.6082, -2.8963, 3.8306], [5.2338, -4.8791, 3.1366], [3.0709, -4.4778, 1.9949], [0.7708, 3.2757, 4.5557], [-1.1729, 4.5020, 3.6109], [-1.7385, 4.1428, 1.1751], [-0.3362, 2.5875, -0.1346], [-1.6251, -3.3009, 1.3446], [-1.6003, -3.4784, -0.0235], [-2.3503, -4.3649, -0.6752], [-2.0749, -4.1438, -1.9696], [-1.2213, -3.1877, -2.0976], [-0.8910, -2.7258, -0.8608], [-0.7269, -2.5353, 2.0864], [-0.6065, -2.7272, 3.3952], [0.2273, -1.7445, 3.7858], [0.5824, -1.0319, 2.7839], [-0.0030, -1.4942, 1.6484], [-2.0509, -4.0482, 1.8659], [-6.7708, 3.7009, 1.5616], [-5.3285, 3.4371, 1.1662], [-5.2018, 3.2261, -0.6060], [-5.6265, 4.4443, -1.2476], [-5.8378, 1.9822, -0.9585], [-3.4389, 3.0286, -0.8501], [-3.1183, 2.4232, -2.2120], [-1.7905, 1.8269, -2.1730], [-1.5068, 0.5601, -1.7455], [-0.2021, 0.3079, -1.8175], [0.3798, 1.4270, -2.3203], [-0.5782, 2.3756, -2.5400], [-0.3741, 3.7288, -2.9237], [-1.2993, 4.5202, -2.7756], [0.7201, 4.0210, -3.3665], [-2.5577, -0.3421, -1.2221], [-6.8346, 3.7983, 2.6442], [-7.4120, 2.8782, 1.2485], [-7.1369, 4.6178, 1.1028], [-4.9496, 2.5175, 1.6119], [-4.6774, 4.2717, 1.4285], [-3.0909, 2.3605, -0.0608], [-2.9784, 4.0102, -0.7466], [-3.1382, 3.1836, -2.9844], [-3.8345, 1.6464, -2.4699], [1.4397, 1.5264, -2.4626], [-2.6598, -1.2139, -1.8673], [-3.5205, 0.1555, -1.1321], [-2.2476, -0.7135, -0.2454]], "total_charge": -1, "spin_multiplicity": 1, "e_above_lowest_kj_mol": 247.1, "gap_ev": 6.21}

=====

No. 4
{"formula": "C4H14N2O", "method": "ωB97M-V/def2-TZVPD", "symbols": ["C", "C", "N", "C", "H", "H", "H", "H", "H", "H", "H", "H", "H", "H", "N", "C", "O", "H", "H", "H", "H"], "positions_angstrom": [[-1.2754, 1.8470, 0.5025], [-1.6620, 0.3951, 0.6936], [-1.0127, -0.5002, -0.2840], [-1.5221, -1.8743, -0.1648], [-1.4261, 2.1511, -0.5297], [-1.8576, 2.4620, 1.1855], [-0.2222, 2.0146, 0.7485], [-1.3682, 0.0580, 1.6855], [-2.7514, 0.3130, 0.6801], [0.4845, -0.3728, 0.3061], [-1.2296, -0.1477, -1.2094], [-1.3094, -2.2348, 0.8417], [-1.0138, -2.5046, -0.8770], [-2.6005, -1.9374, -0.3531], [3.5027, -0.2208, -0.3749], [2.1262, 0.0369, -0.5653], [1.4310, -0.0375, 0.5576], [4.1203, 0.2276, -1.0517], [3.8215, -0.0893, 0.5881], [2.0162, 1.0626, -1.0169], [1.7488, -0.6483, -1.3623]], "total_charge": 1, "spin_multiplicity": 2, "e_above_lowest_kj_mol": 68.0, "gap_ev": [10.73, 5.60], "s_squared": 0.76}

=====

No. 5
{"formula": "C22H26BrN4O2Sn", "method": "ωB97M-V/def2-TZVPD", "symbols": ["Sn", "O", "C", "C", "C", "C", "C", "C", "C", "O", "N", "N", "C", "C", "Br", "C", "C", "C", "C", "C", "C", "C", "H", "H", "H", "H", "H", "H", "H", "H", "H", "H", "H", "H", "H", "H", "C", "C", "N", "C", "C", "N", "C", "C", "H", "H", "H", "H", "H", "H", "H", "H", "H", "H", "H", "H"], "positions_angstrom": [[1.0052, -0.6326, 0.3717], [2.5528, 0.3274, -1.2775], [3.6167, 1.2043, -0.9472], [4.7279, 1.2401, -1.7663], [5.7537, 2.1338, -1.5008], [5.6650, 2.9904, -0.4135], [4.5477, 2.9410, 0.4039], [3.5176, 2.0401, 0.1591], [2.3284, 1.9791, 1.0986], [1.9565, 0.7198, 1.4634], [1.1839, 2.6850, 0.4482], [0.0730, 2.0682, 0.2853], [-1.0190, 2.7286, -0.0527], [-2.2342, 2.0561, -0.1983], [-2.1047, 0.1442, -0.1929], [-3.5038, 2.5814, -0.3787], [-3.9603, 3.9015, -0.1743], [-5.2077, 4.2480, -0.7648], [-5.7399, 5.4993, -0.5905], [-5.0676, 6.4326, 0.2014], [-3.8511, 6.1074, 0.8177], [-3.3060, 4.8634, 0.6433], [2.7926, -0.1050, -2.1095], [4.7862, 0.5855, -2.6328], [6.6170, 2.1623, -2.1523], [6.4647, 3.6845, -0.1951], [4.4896, 3.5914, 1.2708], [2.5661, 2.5515, 2.0016], [1.2766, 3.6822, 0.2686], [-1.0036, 3.7995, -0.2400], [-4.2631, 1.8842, -0.7200], [-5.7246, 3.5186, -1.3773], [-6.6841, 5.7576, -1.0506], [-5.5071, 7.4075, 0.3721], [-3.3656, 6.8301, 1.4592], [-2.4231, 4.5919, 1.2057], [-0.6515, -4.9180, 1.7016], [-0.5907, -6.4983, 1.3457], [-0.0003, -6.5786, 0.0460], [-0.8067, -5.9768, -0.9696], [-0.8716, -4.4019, -0.6031], [-0.0949, -4.1779, 0.5937], [1.2840, -4.5411, 0.3799], [1.3530, -6.1176, 0.0244], [-0.0822, -4.7308, 2.6093], [-1.6866, -4.6265, 1.8632], [-1.5925, -6.9208, 1.3376], [0.0187, -7.0253, 2.0761], [-1.8071, -6.4026, -0.9646], [-0.3576, -6.1193, -1.9495], [-1.9059, -4.1117, -0.4349], [-0.4653, -3.8216, -1.4290], [1.8668, -4.3496, 1.2778], [1.6964, -3.9707, -0.4487], [1.9461, -6.6450, 0.7677], [1.7919, -6.2665, -0.9592]], "total_charge": 3, "spin_multiplicity": 1, "gap_ev": [5.71, 5.75]}

=====

No. 6
{"formula": "C5H23N2O5", "method": "ωB97M-V/def2-TZVPD", "symbols": ["C", "C", "C", "C", "C", "N", "N", "H", "H", "H", "H", "H", "H", "H", "H", "H", "H", "H", "H", "H", "H", "H", "O", "H", "H", "O", "H", "H", "O", "H", "H", "O", "H", "H", "O"], "positions_angstrom": [[-1.6997, 0.5226, 2.3489], [-1.6660, -0.6604, 1.3757], [-2.1385, -0.1488, -0.0115], [-1.0367, 0.6316, -0.6737], [-1.3134, 1.8789, -1.0760], [-0.4371, 2.7365, -1.7066], [0.1257, -0.2293, -0.9232], [-0.9025, 0.3282, 3.0964], [-2.5128, 0.4180, 3.0749], [-1.4993, 1.5746, 2.1634], [-0.6754, -1.1085, 1.3565], [-2.3780, -1.4415, 1.6396], [-3.1237, 0.3309, 0.0275], [-2.6140, -0.8923, -0.6685], [-2.2039, 2.3054, -0.6908], [-0.7309, 3.6571, -1.9563], [0.3758, 2.3703, -2.1612], [-0.2686, -1.1442, -1.1620], [0.5992, 0.1373, -1.7549], [0.7228, -0.2865, -0.0891], [4.2055, -1.5305, 0.3953], [4.6942, -1.6964, 1.8045], [3.9742, -1.9690, 1.2191], [-2.4621, -0.9128, -3.7622], [-1.3176, 0.1077, -3.5369], [-1.7455, -0.6700, -3.1672], [2.5670, 2.0510, -1.7954], [2.9308, 0.7023, -1.2986], [2.2468, 1.1475, -1.8169], [2.2021, 1.1859, 1.6682], [1.4059, 0.1947, 2.3301], [1.6181, 0.4663, 1.4238], [0.6490, -4.0481, 1.5685], [1.5433, -2.7801, 1.6376], [0.8653, -3.2286, 1.1208]], "total_charge": 1, "spin_multiplicity": 1, "e_above_lowest_kj_mol": 208.1, "gap_ev": 8.56}

=====

No. 7
{"formula": "C11H6N7O7", "method": "ωB97M-V/def2-TZVPD", "symbols": ["O", "C", "C", "C", "C", "N", "O", "O", "C", "C", "H", "H", "H", "H", "O", "N", "O", "C", "C", "C", "N", "O", "O", "C", "N", "N", "N", "N", "C", "H", "H"], "positions_angstrom": [[0.0370, -0.8080, 0.1575], [1.3028, -1.0473, 0.3221], [2.2587, -0.0091, 0.5553], [3.6128, -0.2529, 0.6448], [4.1301, -1.5523, 0.5881], [5.5382, -1.7644, 0.5769], [5.9877, -2.9302, 0.5097], [6.2653, -0.7420, 0.6197], [3.2064, -2.6092, 0.4473], [1.8495, -2.3922, 0.3234], [1.8926, 1.0020, 0.6727], [4.2801, 0.5884, 0.7402], [3.6108, -3.6120, 0.4272], [1.1672, -3.2397, 0.2292], [-5.9895, 1.0678, -1.6693], [-5.3556, 1.3651, -0.6433], [-5.9178, 1.8055, 0.3888], [-3.8898, 1.1885, -0.5678], [-3.1888, 1.3630, 0.6189], [-1.7978, 1.1445, 0.7312], [-1.0455, 1.7174, 1.7980], [-1.6309, 2.1962, 2.7876], [0.2023, 1.7589, 1.6831], [-0.9591, 0.7144, -0.3640], [-1.7520, 0.4973, -1.5168], [-1.2400, 0.1625, -2.7361], [-2.2427, 0.1292, -3.5733], [-3.4137, 0.4618, -2.9616], [-3.1083, 0.7339, -1.6829], [-3.7257, 1.7278, 1.4835], [-0.0844, 1.3352, -0.5901]], "total_charge": -1, "spin_multiplicity": 1, "e_above_lowest_kj_mol": 42.0, "gap_ev": 7.29}

=====

No. 8
{"formula": "C2H7Cl2N2P", "method": "ωB97M-V/def2-TZVPD", "symbols": ["C", "N", "N", "C", "H", "H", "H", "H", "H", "H", "Cl", "P", "Cl", "H"], "positions_angstrom": [[1.1079, 0.8291, -1.4772], [0.6427, 0.3451, -0.2047], [1.1652, -0.6349, 0.2840], [0.6404, -1.0122, 1.5325], [1.9409, 0.2085, -1.9695], [0.3587, 0.8997, -2.1352], [1.3705, 1.8337, -1.2681], [0.0991, -0.2930, 2.0613], [0.0419, -1.8178, 1.3093], [1.4466, -1.3122, 2.2665], [-2.5981, 1.5256, 0.9356], [-2.3454, 0.4805, -0.6779], [-2.8619, -1.3778, -0.0268], [-1.0084, 0.3256, -0.6299]], "spin_multiplicity": 1, "e_above_lowest_kj_mol": 235.7, "smiles": "C/N=N/C.ClPCl", "gap_ev": 9.45}

=====

| no. | maximum force (eV Å⁻¹) | E_tot (eV) |
| --- | --- | --- |
| 1 | 5.5 | -17099.0824 |
| 2 | 4.5 | -43301.5925 |
| 3 | 5.4 | -242240.8890 |
| 4 | 1.6 | -9393.8647 |
| 5 | 1.2 | -109136.4592 |
| 6 | 3.5 | -18769.0032 |
| 7 | 2.3 | -36258.9794 |
| 8 | 4.5 | -39499.7263 |